<i>
The following is a quantum chemistry calculation of a 5-piece molecular cluster, C2H13NO4 overall, from the OMol25 dataset.

## Properties
LUMO energy, eV: 0.2
Charge: 0
Orbital gap, eV: 8.61

The geometry in XYZ format:
```
20
C2H13NO4 (wB97M-V/def2-TZVPD)
C -0.3114 0.0357 2.0796
C -0.0544 1.1485 1.3714
N -1.0957 1.8981 0.8373
H 0.4826 -0.3256 2.7710
H -1.0391 -0.7091 1.8259
H 1.0155 1.3434 0.9635
H -1.9803 1.8632 1.3756
H -0.8946 2.7950 0.4143
O -2.5580 -1.2064 -0.7938
H -2.1399 -1.9879 -1.1866
H -2.2177 -1.1026 0.1534
O 2.9702 0.9624 -0.5080
H 2.0968 1.1428 -0.9480
H 3.1812 -0.0099 -0.6599
O 1.6983 -2.2484 -0.9892
H 1.1426 -1.5074 -1.1673
H 1.1455 -2.9728 -0.6723
O -0.1977 0.2869 -1.9197
H -0.9039 -0.3437 -1.6488
H -0.3398 0.9378 -1.2986
```

---

<ii>
The following is a quantum chemistry calculation of a 5-piece molecular cluster, C2H13NO4 overall, from the OMol25 dataset.

## Properties
LUMO energy, eV: 0.3
Charge: 0
Orbital gap, eV: 9.68

The geometry in XYZ format:
```
20
C2H13NO4 (wB97M-V/def2-TZVPD)
C -0.0274 0.6126 0.9293
N -0.9683 0.0794 0.2676
C -1.0642 0.4825 -1.1649
H 0.2668 0.2377 1.8825
H 0.3373 1.6016 0.6344
H -0.3780 -0.1606 -1.7825
H -0.9703 1.5021 -1.5263
H -2.1489 0.3402 -1.4159
O -1.8454 -4.6110 2.1813
H -0.9173 -4.2971 2.1774
H -1.8363 -5.0406 3.0483
O 3.2982 0.8856 0.3935
H 3.2026 1.4346 -0.3980
H 3.5573 1.5855 1.0099
O -3.0066 -2.4345 -0.8292
H -3.5067 -1.7213 -0.4090
H -2.6828 -2.8104 0.0057
O 2.5604 4.0793 -1.5377
H 3.3173 4.3727 -1.0240
H 2.8123 3.8618 -2.4425
```

---

Of them, <ii> has the lowest stability.

---

<i>
The following is a quantum chemistry calculation of a 5-piece molecular cluster, C2H13NO4 overall, from the OMol25 dataset.

## Properties
LUMO energy, eV: 0.6
Charge: 0
Orbital gap, eV: 10.54

The geometry in XYZ format:
```
20
C2H13NO4 (wB97M-V/def2-TZVPD)
C -1.8708 -0.7184 -0.8232
N -1.9507 -0.6896 0.4361
C -0.9119 -1.4099 1.1631
H -2.7715 -0.4375 -1.3642
H -0.8971 -0.7197 -1.3034
H -0.3621 -0.7804 1.8572
H -1.3628 -2.2195 1.7401
H -0.2485 -1.9274 0.4673
O 3.6078 2.4794 -0.5008
H 3.8249 2.2406 0.4035
H 2.6453 2.5177 -0.5415
O 0.9365 1.3664 0.8642
H -0.0137 1.5358 0.9101
H 1.2680 1.6335 1.7274
O 1.7678 -3.0078 -2.5665
H 1.5115 -3.3037 -3.4474
H 1.8909 -2.0568 -2.6563
O -2.0338 2.0698 1.0537
H -2.1334 1.1002 1.1759
H -2.8962 2.3274 1.4047
```

---

<ii>
The following is a quantum chemistry calculation of a 5-piece molecular cluster, C2H13NO4 overall, from the OMol25 dataset.

## Properties
LUMO energy, eV: 0.4
Charge: 0
Orbital gap, eV: 8.71

The geometry in XYZ format:
```
20
C2H13NO4 (wB97M-V/def2-TZVPD)
C -1.9078 2.4289 1.2827
C -0.6098 2.2085 1.1156
N 0.1001 1.0567 0.6730
H -2.6249 1.5686 1.1909
H -2.2547 3.3979 1.6799
H 0.1022 2.9906 1.4797
H 1.0365 1.2510 0.6501
H -0.1115 0.4502 -0.1583
O -2.2337 -0.6698 -0.9199
H -2.7460 -0.9018 -0.1205
H -2.5680 0.2824 -1.0418
O 3.1842 -0.1810 0.8916
H 3.9765 -0.3328 1.3073
H 2.8846 -0.9837 0.4869
O 1.7649 -2.5910 -0.0068
H 1.0728 -2.2159 -0.5924
H 1.3908 -3.4209 0.1070
O 0.1242 -1.6671 -2.4662
H -0.1122 -1.6280 -3.3584
H -0.4681 -1.0428 -2.2004
```

---

Of them, <ii> has the lowest stability.

---

<i>
The following is a quantum chemistry calculation of a 15-piece molecular cluster, C4H39NO16 overall, from the OMol25 dataset.

## Properties
LUMO energy, eV: -0.1
Charge: 0
Orbital gap, eV: 9.51

The geometry in XYZ format:
```
60
C4H39NO16 (wB97M-V/def2-TZVPD)
C -0.4372 -1.1929 0.4996
N 0.8858 -0.7953 -0.0193
C 0.1016 1.3919 -0.9949
C 1.0813 0.6766 -0.0304
C 0.9708 1.2719 1.3765
O -0.0896 0.9916 2.2409
H -1.2037 -0.5221 0.1012
H -0.6717 -2.1981 0.1431
H -0.4269 -1.2438 1.5744
H 0.9479 -1.1898 -0.9517
H 0.6480 2.2809 -1.3640
H 0.1235 1.0022 -2.0159
H -0.8481 1.6583 -0.5615
H 2.0632 0.8961 -0.4369
H 1.8369 1.0101 1.9900
H -3.2049 -3.5442 -1.6559
H -1.9900 -3.4791 -0.7661
O -2.4487 -4.0709 -1.3641
H -0.3568 -3.2168 -2.0026
H -0.2660 -2.3348 -3.2362
O 0.1960 -2.5322 -2.4130
H 1.8619 -0.2650 -3.5596
H 0.5458 -0.5194 -2.8938
O 0.9352 0.0015 -3.5879
H -5.1152 -2.1347 0.3218
H -3.8909 -1.4332 1.0380
O -4.2198 -1.8232 0.1914
H 3.5878 3.0424 -1.5898
H 4.0079 1.8620 -0.7015
O 3.5048 2.1015 -1.4882
H 2.6603 2.1036 -3.5959
H 1.2977 1.9715 -4.4218
O 2.0751 2.4989 -4.2519
H -2.7792 2.7715 1.2217
H -2.7654 1.5236 0.2450
O -2.7603 1.7925 1.1851
H -0.3724 -1.4139 4.6496
H -0.2277 -0.6074 3.4512
O -0.8704 -1.2184 3.8531
H -2.5515 -0.9624 2.6705
H -3.1500 0.2914 2.0785
O -3.4226 -0.5654 2.5070
H 0.8561 3.0149 0.3957
H -0.6378 3.3425 1.8368
O 1.0965 2.6992 1.2692
H 3.3671 -1.3243 -1.4759
H 3.9932 -0.3548 -2.4082
O 3.3205 -1.0454 -2.3975
H 1.7191 -2.4284 1.1861
H 1.7467 -3.6391 2.2014
O 1.9125 -2.7188 2.0876
H -3.6730 -0.0066 -1.1648
H -2.7431 0.9423 -2.0779
O -3.3146 0.8940 -1.2993
H -0.9704 1.3857 2.0284
H -1.1443 4.7807 2.3062
O -1.3894 3.9704 1.8557
H 3.7424 -1.7990 3.0445
H 3.0764 -0.7328 2.2730
O 3.7797 -0.8572 2.9031
```

---

<ii>
The following is a quantum chemistry calculation of a 15-piece molecular cluster, C4H39NO16 overall, from the OMol25 dataset.

## Properties
LUMO energy, eV: 0.1
Charge: 0
Orbital gap, eV: 9.17

The geometry in XYZ format:
```
60
C4H39NO16 (wB97M-V/def2-TZVPD)
C -0.5394 -2.0436 -0.7803
O 0.7004 -2.6750 -1.0259
C -0.3968 -0.5682 -1.3537
C -0.7068 0.4730 -0.2151
C 0.4268 1.5761 -0.2832
O 1.0033 1.6612 1.0466
N -1.2217 -0.2945 -2.5357
H -1.4249 -2.6083 -1.3120
H -0.7516 -2.0542 0.2814
H 1.0089 -2.7090 -2.0332
H 0.5864 -0.6306 -1.8362
H -0.8805 0.0368 0.8229
H -1.6495 0.9745 -0.5294
H 0.0851 2.5648 -0.6051
H 1.2370 1.3419 -0.9797
H 0.2753 1.9634 1.7462
H -2.1156 0.2709 -2.3335
H -1.2893 -1.0914 -3.1540
H 2.2517 -2.5897 -3.3947
H 1.4073 -3.8596 -3.6762
O 1.3852 -2.8912 -3.6466
H 1.7778 1.2995 -4.0235
H 1.2502 0.7406 -2.8032
O 1.9220 1.4253 -3.1485
H 3.2403 -2.0510 1.7633
H 3.0827 -3.4575 2.1916
O 3.7389 -2.8238 2.1760
H -2.0002 -0.8061 3.2851
H -2.3054 0.7233 3.2945
O -2.6801 -0.1608 3.4330
H -3.7134 1.3626 1.2674
H -3.5010 2.8120 0.6790
O -3.2516 2.2641 1.4432
H 3.2873 -0.6986 -2.3588
H 2.9845 -1.2528 -0.8372
O 2.6232 -1.2473 -1.8338
H 0.4666 3.9825 -2.7582
H 0.4259 2.4186 -3.1020
O 0.0217 3.2811 -2.9194
H -3.2996 3.1959 -1.7763
H -1.7356 2.8155 -1.6714
O -2.7030 2.6800 -1.2792
H 1.2015 -2.8237 4.7837
H 2.1785 -2.5637 3.5091
O 1.4209 -3.1241 3.9521
H 1.4542 -1.7502 0.2932
H 1.7691 -0.3079 0.9864
O 2.1012 -1.2118 0.7756
H -1.6589 2.6674 1.9616
H -1.0162 2.8563 3.3765
O -0.9277 2.3183 2.6150
H -3.4138 -0.3949 1.6137
H -3.0576 -0.5579 0.2585
O -3.6618 -0.3164 0.8538
H -0.4945 -2.6934 2.8075
H -1.8039 -3.1954 3.4421
O -1.4457 -2.4967 2.9187
H 3.3216 3.3354 -0.3000
H 2.3118 3.0998 0.7459
O 2.6990 3.8084 0.1821
```

---

<iii>
The following is a quantum chemistry calculation of a 15-piece molecular cluster, C4H39NO16 overall, from the OMol25 dataset.

## Properties
LUMO energy, eV: 0.1
Charge: 0
Orbital gap, eV: 9.05

The geometry in XYZ format:
```
60
C4H39NO16 (wB97M-V/def2-TZVPD)
C -1.5246 0.6090 -2.0600
C -2.1689 -0.7306 -2.6205
C -3.1682 -1.4201 -1.7511
O -2.5534 -1.9903 -0.5594
N -0.2160 0.4370 -1.4694
C -0.1174 0.0166 -0.0654
O 1.2877 -0.1325 0.3192
H -1.4378 1.2648 -2.9064
H -2.3146 0.8914 -1.3515
H -1.3007 -1.4340 -2.8193
H -2.4959 -0.5689 -3.6811
H -3.7451 -0.6833 -1.1961
H -3.7502 -2.1899 -2.3211
H -1.7272 -2.4699 -0.7731
H 0.2760 -0.2781 -2.0243
H -0.4282 0.6989 0.7063
H -0.3064 -1.0879 0.0959
H 1.9203 0.5836 0.2016
H 1.6272 -4.8134 1.4695
H 1.7100 -3.2415 1.6654
O 1.1006 -4.0567 1.7240
H 1.9119 1.6630 -2.3786
H 2.7668 2.8149 -1.9087
O 2.8285 1.9819 -2.4074
H 0.9033 -2.2869 -1.0865
H 0.6611 -3.6512 -0.5445
O 0.3193 -3.0394 -1.2203
H -0.8121 -1.2563 2.5885
H -2.1436 -0.6122 1.9954
O -1.1965 -0.4584 2.1259
H -3.5034 -1.0146 0.8078
H -4.1473 -1.2819 2.0651
O -3.9908 -0.5121 1.5101
H -0.2818 4.7374 0.2226
H -0.3950 4.1981 1.5348
O -0.8196 4.9046 1.0026
H 4.1759 0.9227 -1.8076
H 5.4582 0.2221 -2.1557
O 4.5009 0.1032 -2.1994
H -3.4778 3.0609 2.3481
H -3.3180 1.6660 1.7224
O -3.1206 2.5989 1.5928
H -0.6724 1.0441 2.5821
H 0.5219 1.2200 3.4221
O -0.1365 1.7886 2.9711
H 2.5505 3.2527 2.5018
H 1.0016 3.0604 2.2572
O 1.8723 3.2594 1.8273
H 2.5659 3.7439 0.3428
H 2.3861 5.0126 -0.5357
O 2.7225 4.0920 -0.5756
H 0.0131 -3.0872 3.3551
H -1.3589 -3.4229 2.8108
O -0.9356 -2.9453 3.5495
H 2.3004 -1.4061 0.6591
H 3.5371 -2.4525 0.5336
O 2.7789 -2.1585 1.0400
H 0.7220 -2.0353 -4.1842
H 2.0508 -1.5326 -3.5251
O 1.0938 -1.5984 -3.4224
```

---

Of them, <ii> has the lowest stability.

---

<i>
The following is a quantum chemistry calculation of a 2-piece molecular cluster, C5H11ClS overall, from the OMol25 dataset.

## Properties
LUMO energy (spin up / spin down), eV: 0.2 / 0.0
Charge: 0
Orbital gap (spin up / spin down), eV: 7.82 / 7.22

The geometry in XYZ format:
```
18
C5H11ClS (wB97M-V/def2-TZVPD)
C 1.2297 -1.1601 0.5159
C 0.6576 -0.5108 -1.8664
C 1.0905 2.0389 1.3114
C -2.7070 0.1435 0.4648
C 1.1092 -0.1115 -0.4657
S 0.9756 1.5382 -0.3122
Cl -2.9772 -1.5451 -0.2985
H 0.2798 -1.6675 0.5637
H 2.0264 -1.9907 0.4443
H 1.4848 -0.7265 1.5142
H 1.3942 -0.2108 -2.6274
H -0.2436 -0.0504 -2.1550
H 0.7845 -1.5581 -1.9043
H 1.9034 1.6707 1.8424
H -2.6612 -0.1773 1.5090
H 1.0490 3.1858 1.3359
H -1.7477 0.4841 -0.0002
H -3.6479 0.6476 0.1279
```

---

<ii>
The following is a quantum chemistry calculation of a 2-piece molecular cluster, C5H11ClS overall, from the OMol25 dataset.

## Properties
LUMO energy (spin up / spin down), eV: -0.1 / 0.3
Charge: 0
Orbital gap (spin up / spin down), eV: 6.96 / 7.94

The geometry in XYZ format:
```
18
C5H11ClS (wB97M-V/def2-TZVPD)
C -0.0621 -1.6019 1.0592
C -1.9286 -0.8607 -0.6578
C 2.1663 -0.6447 -0.4816
C 0.2874 2.9443 -0.1092
C -0.5214 -0.9575 -0.2075
S 0.7072 -0.4674 -1.2943
Cl -0.8466 2.6711 1.2471
H -1.0214 -1.8605 1.6779
H 0.3453 -2.5729 0.9554
H 0.6737 -1.0966 1.7937
H -1.8490 -0.0481 -1.3269
H -2.6807 -0.5328 0.0509
H -2.2166 -1.8645 -1.0472
H 2.1798 -0.5642 0.5357
H 1.2768 3.2796 0.0913
H 2.9054 -1.3402 -0.9010
H 0.6222 1.9953 -0.5073
H -0.0377 3.5218 -0.8785
```

---

Of them, <ii> has the lowest stability.

---

<i>
The following is a quantum chemistry calculation of a 2-piece molecular cluster, C2H3IN overall, from the OMol25 dataset.

## Properties
LUMO energy (spin up / spin down), eV: -6.4 / -6.4
Charge: +1
Orbital gap (spin up / spin down), eV: 5.81 / 5.77

The geometry in XYZ format:
```
7
C2H3IN (wB97M-V/def2-TZVPD)
C -0.5843 -0.1292 1.3353
C 1.6590 0.0980 -0.3248
N -1.0796 -0.1520 -0.0307
I 3.4594 0.6471 0.1354
H -0.6606 0.5710 -0.5761
H -2.1255 0.0022 -0.0702
H -0.6683 -1.0371 -0.4689
```

---

<ii>
The following is a quantum chemistry calculation of C2H3IN as an isolated structure, from the OMol25 dataset.

## Properties
LUMO energy (spin up / spin down), eV: -7.3 / -7.3
Charge: +1
Orbital gap (spin up / spin down), eV: 6.88 / 6.88

The geometry in XYZ format:
```
7
C2H3IN (wB97M-V/def2-TZVPD)
C -0.9299 0.3658 -0.0780
C 1.1651 -1.1245 0.0717
N 0.1707 -0.4870 0.0044
I -3.6247 -0.0344 -0.0148
H -0.7646 1.3306 0.5037
H -0.9432 0.6415 -1.1743
H 2.1699 -1.5406 -0.0089
```

---

Of them, <i> has the lowest stability.